(1)
The following is a quantum chemistry calculation of C29H15Cl4N4O8Tb as an isolated structure at a distorted geometry, from the OMol25 dataset.

Positions of all 61 atoms, in Å:
Tb -0.167 0.118 -0.803
Cl 4.619 3.536 3.424
C 3.253 3.003 2.500
C 2.568 3.914 1.685
C 1.482 3.503 0.962
C 1.024 2.164 0.978
O -0.056 1.853 0.326
C 1.759 1.235 1.786
C 1.471 -0.161 1.896
N 0.679 -0.843 1.127
C 0.497 -2.225 1.287
C 1.320 -3.068 2.000
C 1.067 -4.446 2.072
C -0.005 -4.997 1.429
C -0.871 -4.176 0.677
C -1.996 -4.680 -0.013
C -2.787 -3.828 -0.730
C -2.448 -2.468 -0.778
N -1.414 -1.955 -0.148
C -0.624 -2.786 0.596
C 2.849 1.702 2.555
H 2.900 4.943 1.643
H 0.934 4.199 0.340
H 1.986 -0.661 2.717
H 2.194 -2.673 2.500
H 1.741 -5.071 2.642
H -0.195 -6.061 1.475
H -2.212 -5.740 0.030
H -3.653 -4.182 -1.270
H -3.043 -1.787 -1.377
H 3.390 1.000 3.179
Cl 6.175 -3.365 -1.825
C 4.891 -2.213 -1.677
C 3.592 -2.602 -1.952
C 2.594 -1.658 -1.827
Cl 0.931 -2.076 -2.159
C 2.804 -0.320 -1.441
O 1.825 0.533 -1.351
C 4.150 0.006 -1.167
Cl 4.492 1.625 -0.675
C 5.174 -0.913 -1.286
H 3.368 -3.615 -2.253
H 6.192 -0.618 -1.073
O -2.864 0.917 -4.203
C -2.398 0.965 -3.089
O -1.344 0.377 -2.629
C -3.088 1.804 -1.993
C -2.880 1.393 -0.690
C -3.261 2.167 0.389
C -3.967 3.337 0.201
C -4.257 3.692 -1.108
C -3.819 2.963 -2.205
N -5.043 4.918 -1.336
O -5.353 5.572 -0.359
O -5.316 5.201 -2.485
N -2.835 1.724 1.718
O -3.183 2.376 2.678
O -2.104 0.747 1.761
H -2.431 0.431 -0.491
H -4.275 3.958 1.028
H -4.031 3.311 -3.207

Results
Multiplicity   7
E_LUMO (alpha / beta)   -1.449 / -1.435 eV
HOMO energy (alpha / beta)   -8.399 / -8.405 eV
Net charge   0
Frontier orbital gap (alpha / beta)   6.950 / 6.969 eV
Energy   -4600.249782 Eh
<S²>   12.05

(2)
The following is a quantum chemistry calculation of C29H17BrNO5S as an isolated structure at a distorted geometry, from the OMol25 dataset.

Positions of all 54 atoms, in Å:
N 4.731 -6.949 1.801
C 4.777 -6.439 0.806
O 5.281 -5.742 -0.228
S 5.510 -4.174 0.312
Br 6.867 -3.292 -1.131
H 6.209 -4.289 1.497
C 5.716 2.914 -4.296
C 6.269 1.671 -4.008
C 5.689 0.859 -3.047
C 4.559 1.290 -2.359
C 4.019 2.548 -2.633
C 4.594 3.352 -3.610
C 2.841 3.047 -1.876
O 2.369 4.137 -2.116
C 2.260 2.184 -0.814
C 1.194 2.656 -0.057
C 0.634 1.857 0.927
C 1.131 0.578 1.154
C 2.197 0.104 0.406
C 2.773 0.908 -0.574
C 3.935 0.404 -1.344
O 4.377 -0.719 -1.144
H 6.165 3.544 -5.053
H 7.153 1.335 -4.536
H 6.119 -0.110 -2.829
H 4.169 4.322 -3.832
H 0.803 3.650 -0.233
H -0.193 2.228 1.518
H 0.687 -0.046 1.918
H 2.584 -0.890 0.589
C -6.732 2.592 0.422
C -5.447 3.118 0.525
C -4.385 2.297 0.865
C -4.603 0.946 1.115
C -5.895 0.423 1.034
C -6.955 1.248 0.676
C -6.154 -1.007 1.345
O -7.276 -1.464 1.272
C -5.012 -1.865 1.756
C -5.244 -3.191 2.106
C -4.186 -4.004 2.478
C -2.889 -3.499 2.494
C -2.653 -2.178 2.152
C -3.714 -1.353 1.791
C -3.453 0.072 1.460
O -2.320 0.516 1.477
H -7.559 3.234 0.148
H -5.277 4.171 0.338
H -3.387 2.708 0.939
H -7.956 0.843 0.601
H -6.251 -3.587 2.091
H -4.369 -5.035 2.755
H -2.062 -4.139 2.779
H -1.645 -1.786 2.170

Results
E_LUMO   -6.816 eV
HOMO energy   -11.227 eV
Net charge   +1
Frontier orbital gap   4.411 eV
Energy   -4518.101416 Eh

(3)
The following is a quantum chemistry calculation of C29H17Cl5NOPdS as an isolated structure, from the OMol25 dataset.

Positions of all 55 atoms, in Å:
Pd -0.598 1.288 0.746
Cl -2.173 -1.785 1.250
C -2.535 -0.558 2.435
C -2.035 0.721 2.226
C -2.391 1.664 3.187
Cl -1.806 3.298 3.013
C -3.171 1.365 4.302
Cl -3.573 2.572 5.471
C -3.632 0.063 4.475
Cl -4.602 -0.341 5.846
C -3.316 -0.911 3.532
Cl -3.898 -2.525 3.740
N 0.896 1.347 1.958
C 1.481 0.290 2.332
C 1.258 -1.091 1.794
C 1.237 -1.322 0.422
C 1.022 -2.601 -0.068
C 0.810 -3.659 0.806
C 0.827 -3.435 2.175
C 1.061 -2.159 2.666
C 2.511 0.443 3.414
C 3.609 -0.408 3.502
C 4.565 -0.228 4.492
C 4.431 0.802 5.411
C 3.337 1.655 5.330
C 2.386 1.480 4.337
H 1.409 -0.493 -0.255
H 1.013 -2.770 -1.138
H 0.627 -4.655 0.421
H 0.652 -4.253 2.862
H 1.078 -1.984 3.735
H 3.720 -1.213 2.786
H 5.417 -0.895 4.545
H 5.171 0.939 6.190
H 3.222 2.460 6.046
H 1.533 2.141 4.254
C 6.360 5.829 -2.377
C 6.570 5.975 -3.862
O 7.508 6.568 -4.334
S 5.420 5.224 -5.004
C 4.224 4.412 -3.976
C 4.468 3.131 -3.488
C 3.544 2.509 -2.669
C 2.344 3.145 -2.319
C 2.102 4.423 -2.839
C 3.028 5.047 -3.657
C 1.415 2.519 -1.437
C 0.606 1.967 -0.713
H 6.733 6.733 -1.900
H 6.962 4.986 -2.032
H 5.327 5.643 -2.101
H 5.392 2.630 -3.746
H 3.737 1.518 -2.280
H 1.177 4.921 -2.582
H 2.834 6.041 -4.041

Results
E_LUMO (alpha / beta)   2.143 / 2.143 eV
HOMO energy (alpha / beta)   -5.355 / -5.356 eV
Net charge   -1
Frontier orbital gap (alpha / beta)   7.498 / 7.499 eV
Energy   -4072.326910 Eh
Energy above the lowest of the compared OMol25 structures with the same formula, charge and spin   11.0 kcal per mole